1.
Below is a structure of composition C37H37ClGaI2N6OP, with properties calculated with ωB97M-V/def2-TZVPD.

Last column: Mulliken charge in e.
CARTESIAN COORDINATES (ANGSTROEM)
Ga  0.7589  0.2173  -0.1161  0.459
I  7.0219  1.4233  -4.2777  0.157
C  5.5236  1.1234  -2.8645  -0.633
C  5.7851  0.3880  -1.7163  -0.259
C  4.7856  0.1906  -0.7763  -0.185
I  5.1926  -0.9549  0.9164  0.103
C  3.5120  0.7364  -0.9510  -0.515
O  2.5668  0.5847  -0.0084  0.834
C  3.2598  1.4586  -2.1210  0.745
C  1.8788  1.9904  -2.3362  -1.284
N  0.8586  0.9065  -2.1522  0.038
C  1.1181  -0.2299  -3.0596  -1.491
C  1.2297  -1.5655  -2.3701  0.930
C  1.6011  -2.6667  -3.1293  -1.070
C  1.6854  -3.9103  -2.5353  -0.660
C  1.3796  -4.0208  -1.1836  -1.122
C  1.0246  -2.8868  -0.4941  -0.025
N  0.9550  -1.6696  -1.0640  0.979
C  4.2559  1.6453  -3.0687  -0.475
H  6.7668  -0.0352  -1.5538  0.430
H  1.6467  2.7925  -1.6374  0.525
H  1.7793  2.3990  -3.3439  0.473
H  -0.0502  1.2943  -2.3977  -0.085
H  0.3258  -0.2895  -3.8068  0.614
H  2.0536  -0.0567  -3.5932  0.684
H  1.8283  -2.5307  -4.1785  0.598
H  1.9840  -4.7770  -3.1091  0.484
H  1.4238  -4.9681  -0.6665  0.536
H  0.7873  -2.9534  0.5552  0.297
H  4.0396  2.2070  -3.9694  0.479
Cl  -0.1432  2.9266  0.1835  -0.116
C  -1.7755  2.8085  0.8252  0.807
C  -2.2645  3.8878  1.5324  -0.530
C  -3.5281  3.7847  2.1008  -0.725
C  -4.2637  2.6173  1.9623  -0.865
C  -3.7503  1.5480  1.2437  -1.077
C  -2.4901  1.6267  0.6536  -0.240
P  -1.7765  0.2432  -0.2763  2.703
C  -2.1871  0.5579  -2.0132  -0.238
C  -2.1371  -0.5142  -2.9088  -0.588
C  -2.3844  -0.3024  -4.2559  -0.842
C  -2.6622  0.9782  -4.7201  -0.622
C  -2.7116  2.0446  -3.8335  -0.889
C  -2.4799  1.8385  -2.4799  0.032
C  -2.7118  -1.2438  0.1389  0.027
C  -2.1594  -2.2079  0.9802  0.193
C  -2.8892  -3.3290  1.3418  -1.308
C  -4.1755  -3.4990  0.8501  -0.790
C  -4.7234  -2.5582  -0.0122  -0.790
C  -3.9959  -1.4362  -0.3741  -0.753
H  -1.6732  4.7865  1.6403  0.564
H  -3.9295  4.6193  2.6591  0.453
H  -5.2407  2.5350  2.4178  0.479
H  -4.3293  0.6395  1.1508  0.532
H  -1.9393  -1.5188  -2.5484  0.530
H  -2.3715  -1.1380  -4.9435  0.491
H  -2.8569  1.1411  -5.7716  0.452
H  -2.9490  3.0376  -4.1906  0.506
H  -2.5435  2.6756  -1.7952  0.412
H  -1.1489  -2.0907  1.3466  0.546
H  -2.4562  -4.0713  1.9991  0.515
H  -4.7483  -4.3735  1.1276  0.447
H  -5.7203  -2.7009  -0.4067  0.478
H  -4.4264  -0.7136  -1.0570  0.560
C  -0.3743  0.3586  2.8208  -0.447
N  -0.1795  0.2507  4.2405  0.156
C  0.7633  1.2903  4.6635  -0.747
N  2.0442  1.1202  3.9892  0.103
C  1.8834  1.2137  2.5678  -0.664
N  0.9022  0.1514  2.0324  0.624
C  1.4727  -1.1836  2.4757  -0.503
N  1.6739  -1.2542  3.8953  0.223
C  0.3870  -1.0594  4.5665  -0.752
C  2.5950  -0.1941  4.3203  -0.561
H  -0.7462  1.3561  2.5960  -0.094
H  -1.1042  -0.3815  2.4981  0.237
H  0.9056  1.2300  5.7416  0.366
H  0.3511  2.2711  4.4186  0.323
H  2.8311  1.0461  2.0716  0.301
H  1.4843  2.1891  2.2902  0.333
H  2.4093  -1.3358  1.9376  -0.479
H  0.7441  -1.9496  2.2076  0.442
H  0.5280  -1.1299  5.6440  0.331
H  -0.3079  -1.8431  4.2549  0.297
H  3.5522  -0.3215  3.8145  0.242
H  2.7490  -0.2657  5.3959  0.352

Force components x, y, z for each atom (eV/Å):
Ga 0.1231 -0.4698 -0.0908
I -0.0298 -0.0096 0.0251
C -0.0003 0.0061 -0.0040
C 0.0315 -0.0034 -0.0062
C -0.0663 -0.0158 0.0021
I 0.0260 0.0083 -0.0279
C -0.0287 -0.0760 -0.0458
O 0.0903 0.0813 0.0545
C -0.0213 -0.0291 0.0768
C 0.0237 0.0144 -0.0332
N -0.0896 -0.0101 0.0965
C 0.0582 0.0122 -0.0550
C 0.0144 0.0216 -0.1250
C -0.0017 -0.0436 0.0182
C -0.0161 0.0758 0.0374
C 0.0001 0.0091 -0.0372
C -0.0012 -0.0810 0.1344
N -0.0302 0.3242 0.0122
C 0.0390 0.0034 -0.0310
H -0.0010 -0.0018 0.0022
H -0.0085 -0.0113 0.0326
H 0.0185 -0.0075 -0.0050
H 0.0827 0.0068 0.0220
H -0.0012 -0.0119 0.0321
H -0.0141 0.0059 0.0013
H -0.0005 -0.0083 -0.0044
H -0.0018 -0.0040 -0.0034
H 0.0019 -0.0054 -0.0045
H 0.0356 0.0488 -0.0048
H -0.0025 0.0060 0.0006
Cl -0.0708 0.1599 -0.0513
C 0.1208 -0.0303 0.0389
C -0.0561 -0.0079 0.0059
C 0.0194 -0.0047 -0.0144
C -0.0064 0.0003 -0.0007
C -0.0130 -0.0264 -0.0048
C -0.0414 -0.0108 -0.0225
P -0.0136 -0.0208 0.0116
C -0.0159 -0.0218 -0.0040
C -0.0816 -0.0129 0.0069
C -0.0227 0.0053 -0.0139
C -0.0021 -0.0207 -0.0084
C -0.0029 0.0236 -0.0049
C -0.0016 0.0203 0.0135
C 0.1279 -0.0470 0.0218
C -0.0292 0.0054 -0.0644
C -0.0044 -0.0220 -0.0176
C 0.0211 -0.0194 0.0001
C -0.0174 0.0097 -0.0250
C -0.0524 0.0389 0.0239
H 0.0098 -0.0012 0.0020
H 0.0012 0.0016 0.0030
H -0.0036 0.0033 -0.0069
H -0.0121 -0.0028 0.0111
H 0.0076 0.0256 -0.0116
H 0.0022 0.0015 -0.0020
H -0.0023 -0.0015 -0.0019
H 0.0036 0.0020 -0.0054
H -0.0087 -0.0163 -0.0006
H -0.0022 0.0034 0.0413
H 0.0028 0.0036 -0.0031
H -0.0038 0.0020 0.0087
H -0.0023 0.0025 -0.0016
H -0.0123 -0.0002 0.0130
C 0.0513 0.0123 -0.0947
N -0.0542 -0.0042 0.0550
C -0.0018 0.0065 0.0018
N 0.0707 0.0305 0.0246
C -0.0238 -0.0208 -0.0748
N -0.0445 0.1289 0.1626
C -0.0576 0.0440 -0.0669
N 0.0007 -0.0551 0.0477
C 0.0127 0.0168 -0.0111
C -0.0061 0.0024 -0.0233
H 0.0002 0.0043 -0.0304
H -0.0580 -0.0263 -0.0061
H 0.0069 -0.0070 -0.0039
H -0.0043 0.0016 0.0108
H 0.0225 0.0164 -0.0046
H 0.0049 -0.0098 0.0210
H -0.0118 0.0083 0.0066
H 0.0205 -0.0367 -0.0239
H 0.0026 0.0029 -0.0002
H 0.0036 0.0066 0.0011
H 0.0030 -0.0006 0.0009
H -0.0051 0.0016 0.0013

HOMO energy, eV: -12.51
DFT total energy, Eh: -5157.2380
Net charge: +2
Relative energy (zero: lowest compared OMol25 entry of this formula, charge and spin), kJ/mol: 16.2
Molecular weight, g/mol: 971.7
Max |F|, hartree/bohr: 0.0096
Frontier orbital gap, eV: 7.279

2.
Below is a structure of composition C22H18ClN4OSTl, with properties calculated with ωB97M-V/def2-TZVPD.

Last column: natural (NBO) charge in e.
CARTESIAN COORDINATES (ANGSTROEM)
Tl  -1.0481  1.2084  1.0082  0.903
Cl  -2.0195  -3.0862  -5.3503  0.084
C  -1.2808  -2.1959  -4.0838  -0.049
C  -0.2665  -1.2933  -4.3646  -0.160
C  0.3835  -0.6593  -3.3207  -0.277
C  0.0204  -0.8850  -2.0050  0.349
O  0.7867  -0.3529  -0.9420  -0.647
C  -1.0692  -1.7119  -1.7044  -0.183
C  -1.6808  -1.9935  -0.4027  0.173
N  -1.5962  -1.3584  0.7023  -0.521
C  -2.2668  -1.9419  1.8155  0.075
C  -2.3315  -3.3053  1.9934  -0.201
C  -3.0999  -3.8841  3.0173  -0.191
C  -3.7921  -3.0921  3.8860  -0.140
C  -3.6894  -1.6865  3.7892  -0.118
C  -4.3420  -0.8253  4.6998  -0.074
C  -4.2286  0.5274  4.5547  -0.260
C  -3.4266  1.0217  3.5172  0.087
N  -2.7879  0.2540  2.6606  -0.585
C  -2.9149  -1.0976  2.7610  0.220
C  -1.6816  -2.3763  -2.7741  -0.151
H  0.0301  -1.1082  -5.3876  0.252
H  1.1965  0.0180  -3.5431  0.229
H  -2.3457  -2.8580  -0.4480  0.191
H  -1.7559  -3.9568  1.3481  0.227
H  -3.1432  -4.9611  3.1025  0.242
H  -4.4011  -3.5218  4.6708  0.236
H  -4.9137  -1.2544  5.5132  0.239
H  -4.7269  1.2093  5.2287  0.249
H  -3.2943  2.0926  3.4015  0.203
H  -2.4978  -3.0551  -2.5619  0.243
C  6.2038  2.4709  -2.4637  -0.678
C  4.8990  2.4055  -1.7598  0.347
C  4.2789  3.4681  -1.1502  -0.297
C  3.0164  3.2876  -0.5767  0.369
N  2.4014  2.0908  -0.6069  -0.460
C  3.0198  1.0851  -1.1592  0.270
S  2.4172  -0.5555  -1.1067  0.685
N  4.2403  1.2204  -1.7381  -0.496
C  2.3080  4.3923  0.1172  -0.667
H  6.6134  3.4758  -2.4283  0.268
H  6.0857  2.1794  -3.5099  0.264
H  6.9296  1.7870  -2.0171  0.267
H  4.7597  4.4343  -1.1209  0.264
H  4.6666  0.4110  -2.1783  0.446
H  2.8515  5.3307  0.0523  0.248
H  2.1822  4.1271  1.1692  0.264
H  1.3102  4.5190  -0.3050  0.262

Force components x, y, z for each atom (eV/Å):
Tl -0.1220 -0.1110 0.0669
Cl -0.0742 0.0086 -0.0132
C 0.1081 0.1143 0.0183
C -0.0461 -0.0562 -0.0074
C 0.0933 0.2147 0.1700
C 0.0031 -0.2188 -0.1579
O 0.1415 0.1138 -0.0433
C 0.1118 0.1935 -0.1005
C -0.1743 -0.1972 0.1733
N 0.3304 0.1202 -0.0166
C -0.2175 -0.2158 -0.0038
C 0.1840 0.1188 -0.1168
C -0.0976 0.0001 0.1173
C 0.1138 -0.0642 0.0086
C 0.0455 0.0917 -0.0463
C 0.0507 0.0513 -0.0442
C -0.0803 -0.0718 0.1241
C 0.1038 0.0309 -0.0450
N 0.0573 0.1365 -0.1977
C -0.0506 -0.0819 0.0566
C -0.1408 0.0112 0.0911
H 0.0049 -0.0138 0.0047
H 0.0592 -0.0161 0.0061
H 0.0246 -0.0604 0.0288
H -0.0419 0.0117 -0.0565
H 0.0246 0.0100 0.0089
H 0.0104 -0.0029 -0.0043
H -0.0602 0.0102 -0.0404
H 0.0327 0.0265 -0.0213
H -0.0146 -0.0035 0.0039
H -0.0052 -0.0041 -0.0378
C 0.1833 -0.1252 -0.0588
C -0.0034 0.1336 0.0461
C -0.0700 0.0194 0.0582
C 0.0670 -0.0677 -0.1100
N -0.1438 -0.0606 0.0665
C 0.0059 0.2681 0.0079
S -0.2689 -0.2787 0.1387
N -0.0376 -0.1382 0.0033
C -0.0534 0.0536 0.0036
H -0.0310 0.0132 0.0132
H -0.0327 0.0309 0.0053
H -0.0473 0.0048 0.0503
H 0.0292 -0.0156 -0.0363
H 0.0194 0.0535 -0.0816
H -0.0002 -0.0038 -0.0079
H 0.0021 -0.0097 -0.0112
H 0.0068 -0.0239 -0.0128

HOMO energy, eV: -13.47
DFT total energy, Eh: -2173.7809
Net charge: +2
Molecular weight, g/mol: 626.3
Max |F|, hartree/bohr: 0.0080
Frontier orbital gap, eV: 6.954

3.
Below is an isolated molecule of C2H8N2, with properties calculated with ωB97M-V/def2-TZVPD.

Last column: natural (NBO) charge in e.
CARTESIAN COORDINATES (ANGSTROEM)
N  -1.2581  -1.4968  -0.3119  -0.785
C  -0.4697  -0.5366  0.5094  -0.243
C  0.2098  0.5604  -0.2895  -0.228
N  1.2659  1.2620  0.4275  -0.870
H  -0.5605  -1.6351  -1.0488  0.332
H  -1.8972  -0.8601  -0.7885  0.336
H  -1.1371  -0.2004  1.3120  0.190
H  0.2332  -1.0280  1.1955  0.182
H  -0.5553  1.2007  -0.7240  0.189
H  0.7169  -0.0157  -1.0841  0.144
H  1.9156  0.7194  0.9615  0.379
H  1.5364  2.0302  -0.1591  0.373

Force components x, y, z for each atom (eV/Å):
N 1.5316 1.3426 -0.3107
C -0.8526 -0.2026 2.1163
C 1.0820 -1.7836 0.2255
N -2.2251 0.9604 -0.0875
H -0.4701 -0.8650 -0.2577
H -0.4573 -0.3856 -0.0077
H -0.2794 0.7470 -0.4478
H 0.4528 -0.4938 -0.8226
H 0.2728 0.4272 0.0290
H -0.5014 0.2167 -0.5288
H 0.3835 0.0313 -0.4209
H 1.0632 0.0054 0.5130

HOMO energy, eV: -9.00
DFT total energy, Eh: -190.4750
Relative energy (zero: lowest compared OMol25 entry of this formula, charge and spin), kJ/mol: 62.6
Molecular weight, g/mol: 60.1
Max |F|, hartree/bohr: 0.0472
SMILES: NCCN
Frontier orbital gap, eV: 10.107

> Look up the molecular weight of the second one.

626.3 g/mol

> Among the records above, which one has the lowest max |F|?

C22H18ClN4OSTl

> Which value of frontier orbital gap does entry 3 give?

10.107 eV